13
Properties=species:S:1:pos:R:3 method="wB97M-V/def2-TZVPD" multiplicity=1 charge=0 mol_weight_da=319.911 orbital_gap_ev=8.579 total_energy_ha=-789.36198 e_above_lowest_kj_mol=233.0
C -0.790 -0.557 -1.500
C -0.988 0.679 -1.078
C 0.435 -0.963 -0.713
C 0.525 0.235 0.251
C 0.188 0.199 1.701
I -2.552 2.072 -1.026
I 2.208 1.630 -0.221
H -1.249 -0.979 -2.368
H 0.508 -1.915 -0.152
H 1.327 -0.808 -1.250
H -0.765 0.535 1.911
H 0.838 0.754 2.307
H 0.315 -0.881 2.138

53
Properties=species:S:1:pos:R:3 method="wB97M-V/def2-TZVPD" multiplicity=1 charge=0 mol_weight_da=797.365 orbital_gap_ev=6.840 total_energy_ha=-4648.42254 e_above_lowest_kj_mol=0.0
Os 0.252 -0.709 0.788
O -0.155 -0.891 -3.476
C 1.139 -0.705 -3.774
C 1.468 -0.757 -5.130
C 2.761 -0.544 -5.550
C 3.776 -0.258 -4.636
C 3.470 -0.212 -3.297
C 2.164 -0.457 -2.844
C 1.926 -0.464 -1.412
O 0.914 -1.197 -0.952
N 2.695 0.163 -0.564
N 2.168 -0.049 0.673
C 2.766 0.291 1.756
C 2.064 -0.123 2.951
C 2.565 -0.053 4.240
C 1.848 -0.648 5.263
C 0.665 -1.315 4.976
C 0.201 -1.350 3.676
N 0.880 -0.731 2.700
H -0.387 -0.569 -2.590
H 0.671 -0.953 -5.835
H 2.986 -0.589 -6.609
H 4.788 -0.082 -4.972
H 4.234 -0.006 -2.561
H 3.738 0.766 1.746
H 3.511 0.438 4.420
H 2.218 -0.609 6.278
H 0.092 -1.805 5.750
H -0.714 -1.846 3.381
O -2.174 -0.950 -1.090
As -2.885 -0.426 0.423
O -4.259 -1.129 0.880
O -1.539 -0.832 1.474
C -3.109 1.480 0.224
C -4.432 1.850 0.427
C -4.818 3.181 0.324
C -3.880 4.150 0.027
C -2.551 3.795 -0.168
C -2.166 2.470 -0.074
S -0.450 2.125 -0.375
O 0.249 3.369 -0.353
O -0.359 1.298 -1.552
O -0.042 1.293 0.850
H -2.118 -1.924 -1.072
H -5.153 1.079 0.668
H -5.854 3.451 0.482
H -4.172 5.189 -0.052
H -1.801 4.541 -0.389
F 0.438 -2.762 0.984
B -0.713 -3.831 0.993
F -1.554 -3.438 -0.036
F -0.079 -5.006 0.768
F -1.278 -3.712 2.238

12
Properties=species:S:1:pos:R:3 method="wB97M-V/def2-TZVPD" multiplicity=1 charge=0 mol_weight_da=86.094 orbital_gap_ev=8.294 total_energy_ha=-302.42962 e_above_lowest_kj_mol=691.8
C 2.093 -0.118 -0.310
C 0.167 0.033 -0.732
C -0.408 1.268 -0.170
N 2.317 -0.173 0.845
N -1.606 -1.484 0.318
O -0.345 -1.073 -0.568
H 2.446 -0.008 -1.301
H -0.325 1.494 0.826
H -1.531 1.377 -0.175
H 0.156 2.058 -0.603
H -1.443 -0.950 1.176
H -1.523 -2.424 0.694

78
Properties=species:S:1:pos:R:3 method="wB97M-V/def2-TZVPD" multiplicity=3 charge=+2 mol_weight_da=673.654 orbital_gap_ev="4.482 / 5.122" total_energy_ha=-2597.08630 e_above_lowest_kj_mol=0.0
Mo 0.984 -0.909 -5.746
C -1.635 0.028 -1.470
C -2.607 0.050 -2.393
C -3.155 1.263 -3.078
C -2.197 1.988 -4.061
C -0.886 2.519 -3.571
C -0.357 2.512 -2.356
C -1.153 2.532 -1.057
C -1.419 1.143 -0.460
C 3.106 -0.978 -5.366
H -1.267 -0.934 -1.098
H -3.113 -0.902 -2.647
H -3.603 1.978 -2.378
H -3.967 0.870 -3.699
H -1.959 1.281 -4.887
H -2.777 2.806 -4.525
H -0.229 2.841 -4.392
H 0.708 2.745 -2.200
H -2.089 3.089 -1.169
H -0.588 3.112 -0.316
H -0.560 0.888 0.184
H -2.322 1.248 0.172
H 3.379 -0.908 -4.300
H 3.911 -0.552 -5.956
H 2.930 -2.048 -5.675
P -0.472 -1.656 -7.530
P 1.173 0.735 -7.351
C -1.257 -0.123 -8.076
C -0.549 1.012 -7.867
C -0.628 -2.719 -9.024
C -1.537 -2.468 -10.071
C -1.672 -3.370 -11.133
C -0.877 -4.520 -11.176
C 0.030 -4.781 -10.138
C 0.143 -3.896 -9.066
C -1.643 -2.433 -6.373
C -1.325 -2.247 -5.026
C -1.886 -3.100 -4.082
C -2.700 -4.168 -4.497
C -3.057 -4.295 -5.847
C -2.614 -3.357 -6.783
C 2.023 0.876 -9.030
C 1.902 -0.126 -10.010
C 2.469 0.044 -11.275
C 3.206 1.192 -11.589
C 3.296 2.203 -10.635
C 2.674 2.060 -9.398
C 1.793 2.312 -6.636
C 3.115 2.362 -6.166
C 3.551 3.467 -5.426
C 2.683 4.556 -5.249
C 1.432 4.581 -5.884
C 0.990 3.458 -6.596
H -2.239 -0.178 -8.548
H -0.903 2.006 -8.144
H -2.166 -1.579 -10.054
H -2.402 -3.173 -11.926
H -0.964 -5.209 -12.021
H 0.642 -5.686 -10.170
H 0.810 -4.124 -8.233
H -0.686 -1.364 -4.740
H -1.649 -2.939 -3.030
H -3.049 -4.893 -3.754
H -3.688 -5.127 -6.155
H -2.974 -3.368 -7.808
H 1.367 -1.053 -9.801
H 2.354 -0.719 -12.038
H 3.697 1.299 -12.565
H 3.848 3.113 -10.862
H 2.730 2.903 -8.721
H 3.802 1.527 -6.352
H 4.565 3.478 -5.012
H 3.007 5.414 -4.650
H 0.803 5.475 -5.850
H 0.017 3.480 -7.094
S 1.464 -0.003 -1.176
C 1.219 -0.182 -2.724
N 0.994 -0.362 -3.898

23
Properties=species:S:1:pos:R:3 method="wB97M-V/def2-TZVPD" multiplicity=1 charge=0 mol_weight_da=117.192 orbital_gap_ev=9.443 total_energy_ha=-367.55667 e_above_lowest_kj_mol=195.9
C 2.505 0.896 -1.811
C 2.225 1.644 -0.546
C 2.539 1.164 0.639
O 2.249 1.829 1.804
H 3.056 1.501 -2.533
H 3.077 -0.017 -1.681
H 1.570 0.642 -2.314
H 1.690 2.575 -0.677
H 3.019 0.196 0.736
H 2.591 1.315 2.543
C -2.906 -1.926 -0.880
C -2.106 -1.518 0.342
N -1.417 -0.259 0.121
C -0.775 0.254 1.322
H -3.580 -2.745 -0.627
H -2.261 -2.274 -1.684
H -3.485 -1.088 -1.253
H -1.346 -2.267 0.584
H -2.770 -1.469 1.227
H -2.084 0.424 -0.218
H -0.389 1.247 1.132
H -1.455 0.272 2.188
H 0.055 -0.399 1.586

10
Properties=species:S:1:pos:R:3 method="wB97M-V/def2-TZVPD" multiplicity=1 charge=0 mol_weight_da=88.062 orbital_gap_ev="8.092 / 8.094" total_energy_ha=-342.23713 e_above_lowest_kj_mol=574.5
O -2.225 -0.717 -0.221
C -0.601 0.600 -0.673
C 0.266 -0.199 0.167
O -0.079 -1.222 0.719
C 1.709 0.200 0.430
O 2.462 0.631 -0.405
H -2.005 -1.552 0.265
H -0.088 1.183 -1.480
H -1.442 1.086 -0.231
H 1.995 -0.042 1.471

79
Properties=species:S:1:pos:R:3 method="wB97M-V/def2-TZVPD" multiplicity=2 charge=-1 mol_weight_da=797.141 orbital_gap_ev="6.479 / 6.329" total_energy_ha=-4334.89279
Cr 0.200 -0.424 -0.064
C -9.562 0.091 1.833
O -8.764 0.401 2.947
C -7.815 1.387 2.764
C -7.973 2.462 1.896
C -6.969 3.396 1.771
C -5.761 3.267 2.471
C -5.611 2.175 3.344
C -6.638 1.271 3.499
N -4.896 4.329 2.421
N -3.646 4.327 2.457
C -2.755 3.350 2.173
C -1.500 3.552 2.784
C -0.422 2.732 2.595
C -0.506 1.638 1.709
O 0.472 0.882 1.401
C -1.757 1.413 1.043
N -1.736 0.375 0.174
C -2.782 0.203 -0.612
C -3.897 1.034 -0.562
C -3.957 2.056 0.362
C -2.876 2.264 1.233
H -9.989 -0.893 2.027
H -8.959 0.044 0.920
H -10.374 0.814 1.698
H -8.879 2.579 1.320
H -7.084 4.231 1.093
H -4.691 2.062 3.904
H -6.553 0.439 4.180
H -1.433 4.398 3.450
H 0.519 2.924 3.093
H -2.719 -0.593 -1.339
H -4.700 0.872 -1.263
H -4.805 2.721 0.373
S 1.644 -3.624 -2.894
C -0.068 -3.640 -3.044
C -0.679 -2.733 -2.235
C 0.205 -1.947 -1.451
C 1.504 -2.341 -1.706
C 2.589 -1.684 -1.059
C 3.951 -1.939 -1.240
C 4.877 -1.187 -0.549
C 4.420 -0.190 0.309
C 3.061 0.002 0.440
N 2.158 -0.724 -0.208
H -0.530 -4.327 -3.731
H -1.754 -2.633 -2.216
H 4.244 -2.722 -1.921
H 5.937 -1.354 -0.680
H 5.108 0.429 0.866
H 2.662 0.767 1.092
C -0.639 2.844 -2.912
C 0.281 1.623 -2.685
O 0.226 1.159 -1.445
C -0.138 0.534 -3.725
F -1.259 -0.082 -3.333
F 0.789 -0.411 -3.908
F -0.410 1.025 -4.955
C 1.760 1.981 -3.019
F 2.601 1.058 -2.539
F 2.022 2.089 -4.340
F 2.140 3.148 -2.483
H -1.670 2.515 -2.787
H -0.498 3.271 -3.902
H -0.417 3.588 -2.154
Cl -2.658 -2.723 0.688
C -2.228 -1.906 2.148
C -3.227 -1.507 3.013
C -2.889 -0.808 4.159
C -1.559 -0.517 4.418
C -0.574 -0.935 3.549
C -0.873 -1.629 2.368
C 0.164 -2.016 1.417
H -4.257 -1.736 2.791
H -3.661 -0.501 4.849
H -1.290 0.026 5.314
H 0.463 -0.721 3.764
H -0.041 -3.004 0.997
H 1.131 -2.073 1.926